1.
{"formula": "C10H8F3IN3O7PS", "method": "ωB97M-V with the def2-TZVPD basis set", "e_tot_ev": -65677.34955, "total_charge": 0, "homo_energy_ha": -0.31869, "symbols": ["O", "N", "O", "C", "C", "P", "O", "O", "C", "C", "C", "O", "I", "C", "C", "O", "C", "F", "F", "F", "C", "N", "S", "N", "C", "H", "H", "H", "H", "H", "H", "O", "H", "H"], "coordinates": [[1.006, -3.387, 2.534], [1.746, -2.845, 3.230], [2.451, -1.749, 2.534], [1.604, -0.858, 1.923], [1.700, -0.577, 0.597], [3.003, -1.398, -0.436], [2.309, -2.864, -0.799], [4.230, -1.717, 0.585], [0.810, 0.356, -0.051], [0.993, 0.674, -1.518], [2.388, 1.166, -1.922], [2.797, 0.955, -3.002], [3.524, 2.309, -0.499], [-0.191, 0.943, 0.667], [-1.230, 1.909, 0.140], [-1.812, 1.571, -1.127], [-2.585, 0.470, -1.134], [-3.393, 0.382, -0.083], [-3.354, 0.526, -2.237], [-1.872, -0.658, -1.228], [-0.279, 0.647, 2.057], [-1.181, 1.145, 2.902], [-0.894, 0.569, 4.359], [0.387, -0.379, 4.030], [0.607, -0.235, 2.741], [1.382, -2.688, -1.007], [4.785, -2.399, 0.186], [0.314, 1.443, -1.867], [0.800, -0.224, -2.100], [-0.751, 2.877, 0.010], [-1.984, 2.059, 0.904], [-5.849, 0.655, -3.848], [-6.392, 1.011, -3.139], [-5.069, 0.311, -3.402]]}



2.
{"formula": "C10H8F4", "method": "ωB97M-V with the def2-TZVPD basis set", "e_tot_ev": -21366.40223, "total_charge": 0, "smiles": "C=C(F)c1ccccc1.FC=C(F)F", "homo_energy_ha": -0.33217, "symbols": ["C", "C", "F", "C", "C", "C", "C", "C", "C", "H", "H", "H", "H", "H", "H", "H", "F", "C", "C", "F", "F", "H"], "coordinates": [[-0.284, -2.519, 0.690], [-0.170, -1.559, -0.148], [0.854, -1.690, -1.104], [-0.896, -0.288, 0.029], [-1.557, -0.108, 1.235], [-2.380, 0.911, 1.446], [-2.569, 1.873, 0.475], [-1.987, 1.639, -0.739], [-1.130, 0.608, -1.012], [-0.983, -2.342, 1.483], [0.354, -3.433, 0.436], [-1.571, -0.869, 2.010], [-2.871, 1.115, 2.477], [-3.226, 2.645, 0.534], [-2.277, 2.401, -1.451], [-0.648, 0.769, -1.997], [4.747, -0.790, 0.116], [3.758, -0.525, -0.742], [3.281, 0.721, -0.803], [3.721, 1.752, -0.055], [2.288, 1.120, -1.534], [3.547, -1.431, -1.347]]}



3.
{"formula": "C10H8IP", "method": "ωB97M-V with the def2-TZVPD basis set", "e_tot_ev": -27885.04622, "total_charge": 0, "homo_energy_ha": -0.30990, "symbols": ["C", "C", "C", "C", "C", "C", "C", "C", "C", "C", "P", "I", "H", "H", "H", "H", "H", "H", "H", "H"], "coordinates": [[1.374, -2.779, -0.593], [1.187, -2.134, 0.605], [0.975, -2.203, -1.779], [0.624, -0.887, 0.700], [0.350, -0.947, -1.728], [0.347, -0.245, -0.526], [-0.430, 3.223, 0.492], [0.424, 1.972, 0.466], [-1.501, 3.231, -0.295], [-0.160, 1.103, -0.368], [-1.523, 1.729, -1.350], [-4.123, -0.186, 0.792], [1.904, -3.786, -0.597], [1.600, -2.477, 1.502], [1.260, -2.578, -2.671], [0.575, -0.301, 1.722], [-0.135, -0.672, -2.627], [-0.230, 3.881, 1.248], [1.430, 1.724, 0.986], [-2.339, 4.009, -0.362]]}